This record from the Open Molecules 2025 dataset describes a structure of composition C36H55BIN6O4P2Re. The level of theory is ωB97M-V/def2-TZVPD.

Gap between HOMO and LUMO (alpha / beta) ... 0.27127 / 0.22893 hartree
Expectation value of S² ... 0.7563
Electronic energy ... -84820.0315 eV
Charge ... +3
HOMO energy (alpha / beta) ... -15.273 / -15.273 eV
Lowest unoccupied orbital energy (alpha / beta) ... -0.290 / -0.332 Eh
2S+1 ... 2

```
106
C36H55BIN6O4P2Re (ωB97M-V/def2-TZVPD)
N 3.19522 0.61918 0.45569
H -3.58641 -1.19397 1.21708
H 0.39059 -4.36130 -2.91339
H 2.01978 3.30820 0.17440
C -2.70559 0.54280 4.82227
H 6.88306 -1.77284 -1.91475
C 0.19860 -3.62738 0.53581
N -2.63888 -0.82341 -0.60983
H -3.77104 2.61283 1.61956
C 2.07278 0.61276 1.20868
H -0.31440 -4.22484 2.52772
C 1.04193 3.64088 0.52054
N -2.88659 -1.26457 -1.85425
C -0.75618 -0.68745 3.02832
H 0.90511 3.33471 1.55580
H -1.11668 -1.49397 5.05501
H 5.72488 -3.54624 -3.19378
C -1.59251 -4.42812 -1.17942
C 4.20554 2.75353 -1.14504
H -3.31126 -0.75015 3.18877
H -3.12062 -0.23910 5.45592
H -2.20491 -1.09832 -2.58463
O 0.48426 0.43346 -1.78971
C 4.45214 3.87264 -3.26212
H -1.87883 -4.34481 -2.22748
C 3.69381 -0.68371 -1.59307
H -0.53144 2.99363 -2.94546
H -1.72687 -3.99850 1.48046
H 1.90903 -3.71383 1.81215
H -4.26599 -2.55516 -2.80150
C 1.44170 0.44950 -0.94416
H -1.88605 4.18297 0.79041
H 0.91898 -5.41899 -1.60803
H 0.26548 4.46817 -2.33218
C -0.25511 -3.73935 -0.97495
H 1.97087 -1.61966 -2.46511
H 3.28595 -3.45929 -3.47922
H -2.38284 -4.00553 -0.56361
H -5.07619 2.13293 -2.05494
C 3.04148 -1.67290 -2.30840
H 1.00953 4.73045 0.45899
Re -1.05649 0.61307 -0.14787
H -3.73221 4.24893 -0.93236
H 1.81508 -5.05034 0.67005
H 3.55588 2.88568 -4.94543
C -0.69956 -4.36086 1.51619
N 1.00095 0.50446 0.30048
H -1.05709 0.67226 6.06890
C -3.56108 -1.40055 0.16503
C -1.04625 1.69252 2.88479
C 3.78184 -2.70010 -2.89123
H 4.10266 0.50380 0.88060
C -4.27847 2.11477 0.79518
H 0.44162 1.72571 4.49708
H -1.15107 -1.64297 2.70273
H 4.42229 2.71375 -0.08569
H 4.84673 4.69000 -3.84932
C -4.32462 1.35337 -1.91772
H -1.75255 2.48348 2.63667
C 5.15604 -2.74750 -2.73871
H 1.16579 2.94970 -2.47864
H -1.02102 2.66746 4.86462
N -1.23056 0.59122 5.06651
H -3.65908 0.95929 2.93333
O 0.05453 -2.18906 0.84133
H 5.28048 4.58740 -1.41912
C 5.80781 -1.75339 -2.01808
H -4.64648 1.14333 1.11907
C 3.72421 2.86014 -3.87798
C 1.65155 -3.97984 0.78762
C -2.83705 3.64548 -1.09701
H 2.32745 -3.45047 0.11708
C 4.69570 3.81547 -1.89930
H -0.14437 1.79953 2.28731
H -4.82903 0.43479 -1.62362
P -0.26515 2.99168 -0.54377
N -1.66377 0.38501 2.55880
C -1.65555 4.13773 -0.27799
C -4.41332 -2.20437 -0.59188
H 0.21013 -0.54159 2.56388
C 5.08092 -0.71805 -1.46256
P -3.17984 1.91848 -0.63604
C -0.60450 -0.66994 4.55997
C 0.20214 3.38207 -2.24105
C -0.63883 1.77632 4.36991
O -0.43333 -2.32316 -1.38682
H -5.13507 2.72223 0.49846
C 2.98189 0.51704 -0.99644
I -5.96571 -3.35133 0.09088
C 3.23600 1.80220 -3.12980
C 3.46220 1.75426 -1.75578
H -0.70972 -5.43054 1.31429
H -1.34140 5.13929 -0.58077
H -3.11770 1.50092 5.13523
H 1.71515 -3.87021 -1.85908
O 1.95889 0.70304 2.40918
H 5.60467 0.07813 -0.94510
H 0.44080 -0.66662 4.86487
C -2.92585 0.25993 3.31787
H -2.61943 3.67719 -2.16674
H 2.69773 0.99845 -3.61973
C 0.76308 -4.37774 -1.88918
H -1.51271 -5.48902 -0.94758
H -3.80709 1.19904 -2.86276
C -3.93387 -2.09922 -1.88401
B -0.33675 -1.54703 -0.28127
```


This record from the Open Molecules 2025 dataset describes a cluster of 2 separate species, C2H6S in total in a non-equilibrium geometry. The level of theory is ωB97M-V/def2-TZVPD.

Gap between HOMO and LUMO ... 0.39314 hartree
Structure (SMILES) ... C=C.S
Electronic energy ... -13005.2856 eV
HOMO energy ... -9.781 eV
Energy above the lowest of the compared OMol25 structures with the same formula, charge and spin ... 106.9 kJ/mol
Lowest unoccupied orbital energy ... 0.034 Eh
2S+1 ... 1

```
9
C2H6S (ωB97M-V/def2-TZVPD)
H -1.56998 2.13890 -0.51899
H 2.12019 -0.36096 0.48583
H -0.63467 -1.74283 1.06784
H -0.39454 -0.02000 0.79071
C 1.39544 -1.13931 0.64058
H -2.02458 2.19955 -2.27010
S -0.85724 2.02091 -1.62895
C 0.10248 -0.98324 0.83870
H 1.86290 -2.11302 0.59439
```


This record from the Open Molecules 2025 dataset describes a structure of composition C4H10S in a non-equilibrium geometry. The level of theory is ωB97M-V/def2-TZVPD.

Gap between HOMO and LUMO (alpha / beta) ... 0.29057 / 0.29055 hartree
Electronic energy ... -15140.1528 eV
HOMO energy (alpha / beta) ... -7.720 / -7.719 eV
Energy above the lowest of the compared OMol25 structures with the same formula, charge and spin ... 503.1 kJ/mol
Lowest unoccupied orbital energy (alpha / beta) ... 0.007 / 0.007 Eh
2S+1 ... 1

```
15
C4H10S (ωB97M-V/def2-TZVPD)
H -2.15975 -1.40246 -0.54011
C 0.11926 -0.05723 1.96722
H 0.37778 2.91998 -1.19223
H -1.20345 -2.29531 -1.90499
H 0.77822 -1.56936 -2.99877
H -0.14908 1.94698 2.77831
C 0.84473 -0.64660 -2.47565
S -0.27482 -0.27797 -1.36721
H 1.67227 -0.10149 -2.39480
C 0.12350 0.83372 2.91770
H 0.27240 0.74091 3.97248
H 0.19329 0.17933 0.90205
C -1.35202 -1.53763 -1.22570
H 0.64671 2.42214 -0.61504
H 0.11097 -1.15502 2.17674
```


Number 1 is which compound?
C36H55BIN6O4P2Re